Computed, not measured: a cluster of 13 separate species, C39H82N4O31 in total at a distorted geometry, with ωB97M-V/def2-TZVPD.

The value obtained for the energy above the lowest of the compared OMol25 structures with the same formula, charge and spin is 0.0 kcal/mol. The calculation puts the orbital gap at 0.3564 Ha. The calculation puts the largest force on an atom at 1.80 eV/Å. The LUMO energy comes out at 0.491 eV. Its multiplicity is 1. The charge is 0.

The geometry in XYZ format:
```
156
Properties=species:S:1:pos:R:3:mulliken_charge:R:1
C -0.15633 3.05488 7.31946 -0.831
O -0.53800 2.43942 6.10507 -0.321
C -0.12824 2.90949 4.93163 0.811
O 0.60186 3.84733 4.76695 -0.601
O -0.65537 2.13729 3.99703 -0.169
C -0.40930 2.49777 2.62899 1.195
H -0.87369 3.84012 7.56682 0.384
H 0.85638 3.45398 7.28063 0.328
H -0.22396 2.32309 8.12069 0.258
H 0.64679 2.33760 2.38989 0.254
H -0.58089 3.55191 2.45641 -0.986
H -0.99101 1.78349 2.05873 -0.435
C 3.50743 1.90622 8.49428 -0.647
O 3.39019 1.76063 7.07211 -0.329
C 2.46816 0.88236 6.67123 0.742
O 1.80617 0.17413 7.38017 -0.587
O 2.47640 0.88301 5.33989 -0.358
C 1.74269 -0.09981 4.59479 -0.647
H 3.95006 1.01154 8.92808 0.287
H 2.55152 2.13553 8.95695 0.294
H 4.20008 2.73498 8.61545 0.246
H 2.09134 -1.09071 4.89074 0.512
H 2.04552 0.12078 3.57361 0.274
H 0.66165 -0.04827 4.70123 0.278
C -0.70140 6.66638 2.35282 -0.388
O -0.64829 6.96082 0.98223 -0.398
C -0.26915 5.98447 0.14874 0.681
O 0.08225 4.87548 0.46733 -0.412
O -0.20929 6.51470 -1.06522 -0.395
C 0.32957 5.70668 -2.10342 -0.255
H 0.18665 6.98511 2.89202 0.277
H -0.83734 5.61014 2.59251 -0.101
H -1.61165 7.09985 2.77187 0.357
H 1.40625 5.82570 -2.22031 0.301
H -0.07442 6.15868 -3.01347 0.397
H 0.03918 4.66361 -2.13225 -0.061
C 1.52704 2.98057 -9.07887 -0.683
O 1.10953 3.61203 -7.86748 -0.363
C 0.53451 2.82782 -6.95925 0.805
O 0.32786 1.64938 -7.10758 -0.586
O 0.22011 3.57604 -5.90813 -0.389
C -0.09241 2.86892 -4.71598 0.416
H 1.96156 2.01355 -8.85692 0.310
H 2.21252 3.71085 -9.50767 0.240
H 0.70503 2.93508 -9.79516 0.290
H -1.16464 2.84963 -4.54538 0.395
H 0.54448 3.23514 -3.91090 -0.250
H 0.23137 1.82255 -4.75355 -0.186
C -3.73638 0.79426 0.64957 0.464
O -5.16027 0.79639 0.76754 -0.444
C -5.80730 -0.34207 0.95106 0.703
O -5.35043 -1.45503 0.90192 -0.524
O -7.08893 -0.05305 1.15751 -0.385
C -7.95806 -1.20060 1.19186 -0.641
H -3.43510 1.82708 0.54184 0.162
H -3.52128 0.16486 -0.21488 -0.015
H -3.22121 0.34084 1.49704 -0.103
H -8.92798 -0.81299 1.48362 0.228
H -7.56322 -1.91640 1.90512 0.289
H -8.02956 -1.61683 0.18880 0.272
C 1.37523 -1.55931 1.34391 0.287
O 1.35731 -0.44041 0.46746 0.774
C 0.20120 -0.04137 -0.07377 -0.636
O -0.77738 -0.69627 -0.32035 -0.021
O 0.41336 1.20243 -0.44232 0.649
C -0.70536 2.00246 -0.83432 2.236
H 0.76523 -2.40211 1.03284 -0.063
H 1.16005 -1.23952 2.36553 -0.184
H 2.39954 -1.91860 1.46339 -0.468
H -1.20604 2.32262 0.07539 -0.196
H -1.38398 1.40351 -1.43537 -0.782
H -0.40941 2.84773 -1.43833 -1.597
C -2.64624 -1.50645 4.07724 -0.414
O -2.28963 -2.71011 3.42097 -0.257
C -1.02777 -3.11094 3.56213 0.796
O -0.15727 -2.45933 4.06832 -0.591
O -0.78774 -4.31270 3.04683 -0.287
C -1.86417 -5.11221 2.57766 -0.435
H -2.28266 -0.63390 3.54216 -0.133
H -2.25889 -1.50162 5.09757 0.370
H -3.72986 -1.51210 4.16322 0.301
H -1.48300 -6.11120 2.37257 0.239
H -2.29704 -4.68995 1.67770 0.027
H -2.62935 -5.27608 3.33997 0.380
C 2.93669 3.31163 -0.65112 -0.256
O 3.90725 2.80367 -1.56185 -0.315
C 3.83139 3.25915 -2.80744 0.771
O 2.88436 3.82236 -3.29362 -0.551
O 4.97789 2.99505 -3.41495 -0.344
C 4.97618 3.29771 -4.81077 -0.577
H 1.94534 3.14848 -1.07279 -0.011
H 3.01271 4.39701 -0.53074 0.422
H 3.09425 2.84051 0.30970 0.161
H 5.87840 2.87825 -5.23565 0.264
H 4.93292 4.38141 -4.94657 0.311
H 4.08356 2.91033 -5.30251 0.156
C 1.46525 -0.91015 -5.00717 -0.223
O 2.59689 -0.16772 -4.54889 -0.227
C 3.29911 -0.59809 -3.50604 0.846
O 4.21737 0.03907 -3.07581 -0.620
O 2.89341 -1.78369 -3.05371 -0.484
C 3.34586 -2.16342 -1.75252 -0.467
H 0.86497 -0.28147 -5.66041 0.055
H 0.80998 -1.15248 -4.16526 -0.102
H 1.75107 -1.84691 -5.48272 0.430
H 2.86638 -1.48144 -1.04801 -0.063
H 4.39905 -1.97267 -1.55693 0.643
H 3.09207 -3.18918 -1.58164 0.100
C -3.21983 -3.26571 -0.91347 0.225
C -4.36998 -3.65356 -1.82742 0.373
O -4.79386 -2.87711 -2.68059 -0.762
N -4.96438 -4.83728 -1.56637 -0.186
C -6.06679 -5.30754 -2.38037 -0.936
H -3.54475 -2.97284 0.07966 0.178
H -2.67803 -2.43421 -1.35938 -0.617
H -2.53407 -4.11372 -0.99893 0.419
H -4.67673 -5.35004 -0.75232 0.209
H -7.03929 -5.04021 -1.96221 0.283
H -6.03485 -6.39046 -2.48905 0.344
H -5.96148 -4.84419 -3.35680 0.307
C -1.86692 -0.39847 -3.54906 -0.048
C -3.11113 0.42122 -3.31208 -0.015
O -2.99295 1.62999 -3.11306 -0.698
N -4.30151 -0.19693 -3.35235 0.161
C -5.51839 0.55951 -3.30955 -1.020
H -2.03154 -1.47937 -3.45772 0.635
H -1.08373 -0.18026 -2.83149 -0.456
H -1.59365 -0.23116 -4.59194 0.361
H -4.30310 -1.20532 -3.46351 0.304
H -5.69474 1.16083 -4.20211 0.302
H -5.49943 1.21940 -2.43808 0.298
H -6.38467 -0.08486 -3.16375 0.336
C 2.44680 -6.48222 1.07424 -1.140
C 1.30810 -5.94334 0.22447 0.724
O 0.17121 -6.38824 0.31964 -0.653
N 1.60933 -4.83020 -0.49137 0.116
C 0.59773 -4.09924 -1.21478 -0.426
H 2.00713 -7.16193 1.80561 0.383
H 2.92805 -5.71161 1.67324 0.138
H 3.13452 -7.08665 0.48240 0.367
H 2.58815 -4.67075 -0.65588 0.225
H -0.32668 -4.20707 -0.65761 -0.089
H 0.41749 -4.57687 -2.18518 0.547
H 0.79513 -3.04448 -1.37432 -0.074
C 4.88834 -3.23838 3.18116 -1.197
C 4.98567 -2.48142 1.88443 0.624
O 4.71441 -2.98969 0.80790 -0.568
N 5.24433 -1.15703 2.00095 -0.125
C 5.17213 -0.24711 0.86570 -0.407
H 3.89228 -3.53469 3.50077 0.209
H 5.30119 -2.66238 4.01840 0.429
H 5.54439 -4.11051 3.13792 0.329
H 5.25688 -0.73842 2.91316 0.264
H 5.14498 0.76414 1.26054 0.360
H 4.22337 -0.40315 0.34748 -0.190
H 5.97329 -0.41478 0.15230 0.285
```